1.
DFT (wB97M-V/def2-TZVPD) results for C2HFN2O2 in the gas phase.

```
! wB97M-V def2-TZVPD RIJCOSX def2/J DEFGRID3
* xyz 0 1
O -1.74 0.32 -0.04
C -0.46 -0.07 -0.02
N 0.05 -1.34 0.05
N 1.32 -1.34 -0.06
O 1.73 0.01 0.00
C 0.63 0.77 -0.03
F 0.80 2.08 0.01
H -2.33 -0.42 0.09
*
```

As for the electronic energy: -11880.047 eV. The relative energy (zero: lowest compared OMol25 entry of this formula, charge and spin) is 2.592 eV. As for the HOMO-LUMO gap: 10.2 eV.



2.
DFT (wB97M-V/def2-TZVPD) results for C2HFO in the gas phase.

```
! wB97M-V def2-TZVPD RIJCOSX def2/J DEFGRID3
* xyz 0 3
C 0.44 -0.11 0.08
C -0.87 0.13 -0.11
O -1.99 0.31 0.03
F 1.27 -1.22 -0.01
H 1.15 0.89 0.00
*
```

As for the electronic energy: -6850.304 eV. The relative energy (zero: lowest compared OMol25 entry of this formula, charge and spin) is 0.000 eV. As for the HOMO-LUMO gap (alpha / beta): 7.8 / 11.2 eV.



3.
DFT (wB97M-V/def2-TZVPD) results for a molecular structure, C2HFO2Sc.

```
! wB97M-V def2-TZVPD RIJCOSX def2/J DEFGRID3
* xyz 1 1
C 0.46 0.62 -0.25
C -0.75 1.10 -0.16
O -1.69 1.85 -0.07
O 0.83 -0.75 -0.07
H -0.14 -1.46 0.16
Sc 2.54 0.31 0.06
F -1.25 -1.67 0.34
*
```

As for the electronic energy: -29591.078 eV. As for the HOMO-LUMO gap (alpha / beta): 6.1 / 6.1 eV.



4.
DFT (wB97M-V/def2-TZVPD) results for a molecular structure, C2HFO4Rb.

```
! wB97M-V def2-TZVPD RIJCOSX def2/J DEFGRID3
* xyz 1 1
O -0.22 -2.16 -0.28
C -0.09 -0.99 -0.32
O -0.78 0.03 -0.54
Rb -1.69 -5.51 -1.05
F 1.32 0.08 0.31
O 0.08 1.86 1.25
C 0.35 1.60 -0.01
O 0.59 2.38 -0.87
H 0.43 2.72 1.51
*
```

As for the electronic energy: -13645.322 eV. The relative energy (zero: lowest compared OMol25 entry of this formula, charge and spin) is 2.211 eV. As for the HOMO-LUMO gap: 10.6 eV.



5.
DFT (wB97M-V/def2-TZVPD) results for 2 unconnected molecules or ions with the total composition C2HI3.

```
! wB97M-V def2-TZVPD RIJCOSX def2/J DEFGRID3
* xyz 0 1
C -1.37 -0.33 -0.30
C -0.35 -0.79 0.14
I -0.16 2.68 0.36
I 1.10 -2.15 0.33
I 3.04 0.37 -0.01
H -2.26 0.22 -0.52
*
```

As for the electronic energy: -26388.113 eV. The relative energy (zero: lowest compared OMol25 entry of this formula, charge and spin) is 2.577 eV. As for the HOMO-LUMO gap (alpha / beta): 6.7 / 6.0 eV.



6.
DFT (wB97M-V/def2-TZVPD) results for C2HINP in the gas phase.

```
! wB97M-V def2-TZVPD RIJCOSX def2/J DEFGRID3
* xyz 0 1
C -0.80 1.80 -0.06
C -0.06 2.10 0.86
P 0.40 3.11 2.30
N 1.06 2.24 3.35
I 0.18 6.09 2.26
H -1.31 1.31 -0.83
*
```

As for the electronic energy: -20964.233 eV. The relative energy (zero: lowest compared OMol25 entry of this formula, charge and spin) is 3.013 eV. As for the HOMO-LUMO gap (alpha / beta): 6.3 / 6.3 eV.



7.
DFT (wB97M-V/def2-TZVPD) results for 2 unconnected molecules or ions with the total composition C2HIS.

```
! wB97M-V def2-TZVPD RIJCOSX def2/J DEFGRID3
* xyz 0 1
C 0.32 -0.60 -0.09
C 1.02 0.33 -0.43
S 2.07 1.52 -0.85
I -3.59 0.37 1.44
H 0.18 -1.63 -0.08
*
```

As for the electronic energy: -21022.138 eV. The relative energy (zero: lowest compared OMol25 entry of this formula, charge and spin) is 1.859 eV. As for the HOMO-LUMO gap (alpha / beta): 6.3 / 6.4 eV.



8.
DFT (wB97M-V/def2-TZVPD) results for a molecular structure, C2HKLi2O2.

```
! wB97M-V def2-TZVPD RIJCOSX def2/J DEFGRID3
* xyz 0 1
O 1.81 -0.31 1.32
C 0.55 0.15 1.65
C -0.51 -0.05 0.80
Li -0.44 -3.12 -2.60
K 0.04 0.29 -2.80
H 0.08 -0.29 2.63
Li -0.67 2.37 -0.99
O -0.87 0.95 -0.02
*
```

As for the electronic energy: -22913.609 eV. The relative energy (zero: lowest compared OMol25 entry of this formula, charge and spin) is 3.610 eV. As for the HOMO-LUMO gap (alpha / beta): 3.3 / 3.3 eV.



no.,largest force on an atom (eV/A)
1,1.75
2,4.58
3,7.37
4,4.08
5,1.40
6,2.30
7,2.91
8,8.60